1.
Below is a cluster of 2 separate species, C5H14NO in total, with properties calculated with ωB97M-V with the def2-TZVPD basis set.

Calculated values
total charge = +2
expectation value of S² = 1.12
electronic energy = -8921.4050 eV
energy above the lowest of the compared OMol25 structures with the same formula, charge and spin = 9.0317 eV
multiplicity = 2
HOMO level (alpha / beta) = -19.15 / -19.15 eV
LUMO energy (alpha / beta) = -14.61 / -14.50 eV

Element x y z (Å)
1 C -1.14949 -1.95718 0.59282
2 O -2.20080 -1.14865 0.11626
3 C 0.00555 -0.94351 1.01311
4 C 1.07104 -0.58038 -0.23460
5 C 0.33776 -0.43191 -1.56076
6 C 1.92577 0.71613 -0.01493
7 N -0.55230 0.26704 1.33511
8 H -0.75209 -2.68611 -0.13931
9 H -1.58121 -2.54744 1.43106
10 H -1.96240 -0.16005 0.53485
11 H 0.67605 -1.46294 1.72710
12 H 1.79821 -1.41421 -0.21958
13 H 0.87397 -0.97945 -2.37379
14 H -0.70848 -0.71662 -1.53979
15 H 0.37802 0.60345 -1.90239
16 H 2.44115 0.69123 0.95461
17 H 1.22075 1.56329 0.02564
18 H 2.63279 0.87135 -0.81970
19 H -0.41160 0.48940 2.33521
20 H -1.83745 4.61464 -0.53503
21 H -2.20523 5.21189 -0.72589

Forces on the atoms, in the same order (eV/Å):
C 1.0 2.0 -1.2
O 0.5 0.3 0.6
C -1.4 -1.4 2.7
C 3.0 2.1 -3.1
C -0.2 0.8 0.1
C -1.7 -0.3 1.5
N -0.3 -2.5 0.1
H -0.8 0.0 -0.1
H 0.0 0.1 0.2
H -0.5 -1.2 -0.8
H -0.1 0.7 -0.1
H -0.7 -0.4 0.8
H -0.2 -0.4 0.7
H -0.2 -0.4 -0.5
H -0.2 0.0 0.2
H 0.2 -0.1 -0.3
H 0.5 -0.1 -0.3
H 0.2 -0.3 -0.2
H 0.9 1.0 -0.3
H 0.3 -0.5 0.2
H -0.3 0.5 -0.2


2.
Below is a cluster of 2 separate species, C5H14NO in total, with properties calculated with ωB97M-V with the def2-TZVPD basis set.

Calculated values
total charge = +2
expectation value of S² = 0.76
electronic energy = -8928.2393 eV
energy above the lowest of the compared OMol25 structures with the same formula, charge and spin = 2.1974 eV
multiplicity = 2
HOMO level (alpha / beta) = -18.96 / -18.96 eV
LUMO energy (alpha / beta) = -9.06 / -13.61 eV

Element x y z (Å)
1 C -0.91806 -1.53429 3.15806
2 C -0.04445 -1.93542 1.91467
3 C 0.57110 -0.73122 1.25920
4 C -0.27716 -0.12583 0.21529
5 C 0.25653 0.79681 -0.62274
6 N -0.33977 1.32611 -1.86353
7 H -1.86723 -1.23213 2.71139
8 H -0.90083 -2.29578 3.93852
9 H -0.49815 -0.64674 3.67498
10 H 0.77634 -2.59120 2.24557
11 H -0.69342 -2.61982 1.35211
12 H 0.57164 0.15874 1.97692
13 H 1.62569 -0.94518 0.93237
14 H -1.15908 -0.68874 -0.05449
15 H 1.05695 1.44237 -0.26782
16 H -0.72407 2.28813 -1.85776
17 H 0.38524 1.32580 -2.62560
18 H -1.05628 0.66616 -2.19091
19 H 0.57613 2.08650 -5.12251
20 H 1.51411 3.07091 -4.42678
21 O 1.14480 2.18484 -4.34697

Forces on the atoms, in the same order (eV/Å):
C 1.0 1.4 0.2
C 0.7 -1.4 0.8
C -1.9 -0.1 -0.5
C 0.8 -2.0 -0.8
C 0.0 2.8 0.4
N 0.3 -1.6 -0.3
H -0.3 -0.2 0.5
H -0.4 -0.3 -0.5
H -0.3 -0.2 -0.2
H -0.2 0.3 0.2
H 0.3 0.6 -0.6
H 0.8 -0.3 0.1
H -0.3 0.6 0.4
H -0.6 0.3 0.1
H 0.3 -0.3 -0.2
H 0.2 -0.2 0.4
H 0.1 0.5 -0.3
H -0.3 0.3 -0.1
H 0.2 0.0 -0.1
H 0.2 0.1 0.0
O -0.6 -0.3 0.5


3.
Below is a cluster of 2 separate species, C5H14NO in total, with properties calculated with ωB97M-V with the def2-TZVPD basis set.

Calculated values
total charge = +2
expectation value of S² = 0.75
electronic energy = -8927.9699 eV
energy above the lowest of the compared OMol25 structures with the same formula, charge and spin = 2.4668 eV
multiplicity = 2
HOMO level (alpha / beta) = -18.83 / -18.83 eV
LUMO energy (alpha / beta) = -8.99 / -13.00 eV

Element x y z (Å)
1 C 0.74712 0.89311 -1.24320
2 C 0.14365 -0.00160 -0.22301
3 C -0.04529 -1.61714 -0.39099
4 C 0.61151 -2.38051 0.69765
5 C 1.87684 -2.87740 0.54151
6 N -1.29446 0.77352 0.09162
7 H 0.10763 1.66811 -1.85057
8 H 1.26963 1.66455 -0.67351
9 H 1.47125 0.48768 -2.04610
10 H 0.87816 0.10652 0.68340
11 H 0.23524 -2.06405 -1.36025
12 H -1.07469 -1.65509 -0.16779
13 H -0.03899 -2.60521 1.53556
14 H 2.46533 -3.50656 1.27489
15 H 2.46493 -2.72794 -0.35892
16 H -1.30572 1.75300 0.06916
17 H -1.49174 0.48486 1.03480
18 H -1.95274 0.42720 -0.68940
19 H -2.18661 3.48926 1.58353
20 H -1.22433 4.25013 0.64412
21 O -1.65670 3.43757 0.84748

Forces on the atoms, in the same order (eV/Å):
C 1.2 2.3 -3.4
C 0.7 0.9 1.6
C 0.5 1.5 0.3
C -2.0 0.8 -0.7
C 3.1 -1.9 0.7
N 1.3 -5.4 -1.7
H 0.2 -2.2 0.9
H 0.6 -0.3 0.0
H -1.1 0.2 1.6
H -2.1 0.1 -1.1
H -0.2 0.7 0.1
H -1.5 -0.8 -0.3
H 0.5 -0.1 0.5
H -1.2 0.8 -0.4
H -0.3 0.3 -0.3
H 0.6 2.9 0.1
H -1.2 -0.1 0.4
H 0.8 0.5 1.9
H -1.9 0.8 2.7
H 0.2 1.1 0.1
O 1.7 -2.1 -2.9


4.
Below is a cluster of 2 separate species, C5H14NO2 in total, with properties calculated with ωB97M-V with the def2-TZVPD basis set.

Calculated values
total charge = -1
electronic energy = -10996.5762 eV
energy above the lowest of the compared OMol25 structures with the same formula, charge and spin = 1.0296 eV
HOMO level = -2.59 eV
LUMO energy = 3.66 eV

Element x y z (Å)
1 C -0.91050 0.82029 -0.33246
2 O -2.03296 0.49720 -0.97194
3 C 0.35534 -0.14140 -0.45872
4 C -0.13228 -1.54084 -0.03657
5 C -0.87446 -1.66725 1.33722
6 C 0.91153 -2.62640 -0.22082
7 N 1.53086 0.43758 0.17513
8 H -0.44897 1.73425 -0.79900
9 H -1.08781 0.85282 0.76577
10 H 0.64791 -0.21830 -1.51193
11 H -0.95084 -1.65817 -0.75822
12 H -0.48700 -0.90488 2.01078
13 H -1.90406 -1.38104 1.10841
14 H -0.90815 -2.71574 1.61553
15 H 0.50449 -3.63579 -0.06909
16 H 1.76714 -2.47952 0.44372
17 H 1.29742 -2.70380 -1.24509
18 H 2.37874 0.19693 -0.29864
19 H 1.65541 0.35468 1.17596
20 H 1.40180 3.10411 0.10790
21 H -0.01160 3.17909 -0.22657
22 O 0.67261 3.73935 0.17989

Forces on the atoms, in the same order (eV/Å):
C 0.3 -0.4 -1.1
O 0.1 -0.7 -0.2
C -1.1 -0.4 0.4
C -0.4 -0.3 -0.3
C 0.0 1.0 -1.8
C 0.1 -0.5 -0.4
N 0.1 0.6 0.4
H -0.2 0.3 0.7
H 0.5 0.9 0.2
H -0.3 0.0 -0.1
H 0.2 -0.3 -0.2
H 0.1 -0.6 0.7
H 0.0 0.2 0.2
H 0.4 0.1 0.7
H 0.0 0.2 0.4
H 0.0 -0.1 0.1
H 0.0 0.5 0.0
H 0.3 -0.2 0.0
H -0.3 -0.2 -0.1
H 0.0 0.1 0.2
H -0.2 0.2 0.2
O 0.3 -0.2 -0.3


5.
Below is a cluster of 2 separate species, C5H14NO2 in total, with properties calculated with ωB97M-V with the def2-TZVPD basis set.

Calculated values
total charge = -1
electronic energy = -10995.4052 eV
energy above the lowest of the compared OMol25 structures with the same formula, charge and spin = 2.2006 eV
HOMO level = -2.75 eV
LUMO energy = 3.82 eV

Element x y z (Å)
1 C -1.91581 -0.26528 -1.93348
2 C -0.93538 0.78591 -1.25000
3 N -0.46903 0.29196 -0.00170
4 C -1.30952 0.70841 1.15658
5 C 0.94515 0.50293 0.25508
6 C 1.57689 0.09908 1.68876
7 O 0.99192 0.58736 2.75707
8 H -2.99002 -0.18513 -1.85667
9 H -1.54675 -1.23838 -1.63932
10 H -1.68505 -0.10103 -2.99055
11 H -0.08246 0.95837 -1.91866
12 H -1.53501 1.71827 -1.30355
13 H -2.36345 0.65355 0.88305
14 H -0.88632 1.62612 1.62714
15 H -1.07073 -0.06037 1.88319
16 H 1.54606 -0.00030 -0.50672
17 H 1.32643 1.56506 0.34044
18 H 2.60643 0.57426 1.61685
19 H 1.67160 -1.02274 1.52644
20 H 1.84192 -2.40542 0.62790
21 H 2.28253 -2.00461 -0.71737
22 O 2.00062 -2.78802 -0.24446

Forces on the atoms, in the same order (eV/Å):
C 1.9 0.8 -0.8
C -1.6 -0.6 -1.3
N 0.1 0.8 1.2
C 1.5 -0.9 -0.2
C 1.2 1.3 1.3
C -0.1 0.4 -1.0
O -0.5 -0.5 0.4
H -0.2 0.3 0.7
H -0.2 -0.4 0.0
H -0.3 -0.5 -0.3
H -0.2 -0.3 0.1
H 0.5 0.3 0.8
H 0.0 0.4 0.0
H -0.9 -0.2 -0.4
H -0.5 0.1 0.5
H 0.0 0.0 -0.2
H -1.1 -0.2 -0.9
H 0.1 -0.9 -0.6
H 0.1 0.0 1.0
H -0.2 -0.1 0.3
H 0.0 0.2 -0.3
O 0.2 -0.3 -0.1